{
  "formula": "C3H4ClFO",
  "method": "ωB97M-V/def2-TZVPD",
  "e_homo_ev": [-8.09, -9.82],
  "relative_energy_kcal_mol": 105.2,
  "gap_ha": [0.22967, 0.35872],
  "fmax_ha_per_bohr": 0.1160,
  "species": ["C", "C", "C", "O", "F", "Cl", "H", "H", "H", "H"],
  "positions_angstrom": [[3.429, -0.581, 0.183], [0.606, -0.571, -1.373], [-0.145, 0.176, -0.349], [2.322, -0.094, -0.029], [-1.117, 1.127, -0.715], [4.780, 0.258, 0.747], [1.095, -0.129, -2.263], [0.620, -1.580, -1.284], [-0.834, -0.364, 0.335], [0.599, 0.784, 0.175]],
  "lowdin_charge": [-0.57, 0.05, -0.27, -0.12, -0.10, 0.68, 0.09, 0.02, 0.13, 0.09]
}